H14O7 | the ωB97M-V functional and the def2-TZVPD basis

XYZ file:
```
21
Properties=species:S:1:pos:R:3:forces:R:3:lowdin_charge:R:1
O -0.214074 1.322194 -4.360340 0.1616 0.0637 0.2681 -0.046
H 0.059186 0.483464 -4.731950 0.0206 -0.2883 -0.0791 0.033
H -0.318644 1.897704 -5.118020 -0.0856 0.2159 -0.1859 0.035
O 1.311376 -1.496406 3.242320 -0.0630 0.0554 0.3351 -0.053
H 2.148826 -1.857216 2.951260 0.2058 -0.0993 -0.0535 0.033
H 0.997976 -0.985246 2.496180 -0.1804 0.1741 -0.3598 0.013
O -0.144024 0.480264 0.296330 0.1636 -0.0155 0.3060 -0.045
H 0.093746 0.604284 -0.622530 0.1400 0.0935 -0.2410 0.030
H -1.018804 0.092734 0.267660 -0.3411 -0.1425 0.0082 0.016
O -2.103014 -3.898536 0.856510 0.1768 -0.1851 -0.0792 -0.052
H -2.586294 -3.415386 0.186260 -0.0968 0.1649 -0.1584 0.019
H -2.590574 -3.740266 1.664890 -0.0714 0.0591 0.2374 0.030
O 3.160626 1.980054 -3.189410 0.0876 0.0981 0.1495 -0.050
H 2.353656 1.884934 -3.695350 -0.4060 0.0115 -0.0833 0.001
H 3.785956 1.399884 -3.623690 0.2139 -0.1221 -0.0567 0.028
O 2.857066 2.052894 4.100160 0.1748 0.1507 -0.1304 -0.054
H 2.179956 1.389074 3.969350 -0.1871 -0.2818 -0.0899 0.017
H 2.798106 2.276024 5.029120 0.0116 0.0635 0.2167 0.027
O -3.922514 -0.342826 0.171650 0.2708 -0.1711 0.0353 -0.049
H -4.622624 -0.619226 -0.419690 -0.1621 -0.0832 -0.1812 0.031
H -4.225914 0.491604 0.529300 -0.0335 0.2386 0.1418 0.035
```
Forces are in eV/Å.

Values from the calculation:
- Lowest unoccupied orbital energy: 0.3 eV
- Kohn-Sham gap: 0.4176 Eh

---

C7H16GeN4SSn | the ωB97M-V functional and the def2-TZVPD basis

XYZ file:
```
30
Properties=species:S:1:pos:R:3:forces:R:3:lowdin_charge:R:1
Sn 2.828453 0.830307 0.456269 -0.0034 0.0975 -0.1536 0.715
C -2.461202 1.073278 -2.716448 0.0160 0.5866 0.8738 0.002
C -1.007738 1.078027 -3.037098 -2.3424 -0.9861 0.8625 -0.345
N -0.516092 0.244203 -3.896166 0.6749 0.8189 -0.3036 0.150
N 0.810751 0.425551 -3.696956 0.5139 -0.5526 -0.6784 0.020
C 1.146582 1.257860 -2.725894 0.5643 -0.4351 -0.0541 -0.749
S 2.766348 1.440960 -2.208236 -0.3931 0.5423 -0.0193 0.458
N -0.057364 1.693744 -2.312211 1.4504 1.2564 1.1838 -0.084
N -0.130816 2.564296 -1.200088 -1.3630 -0.1065 -0.8576 0.136
H -2.870932 0.303442 -3.301072 -0.5302 -1.2835 -0.6359 0.063
H -2.990179 1.940071 -3.068627 -0.0424 0.7863 0.1126 0.077
H -2.729307 0.880391 -1.650723 0.5508 0.2386 -0.7181 0.106
H 1.502617 0.092577 -4.321548 0.3787 -0.8055 -0.5340 0.141
H -0.033103 1.924929 -0.404280 -0.1681 0.2652 0.5270 0.031
H -1.070301 3.004252 -1.266503 0.9199 -0.4136 0.4911 0.114
C -0.165258 -2.778638 1.693689 0.8887 -0.4247 -0.2073 -0.234
Ge 0.502418 -0.955541 2.125348 -1.0565 0.0907 0.2845 0.613
C -1.013103 -0.095765 3.131880 1.3173 0.5678 -2.2031 -0.219
C 1.998018 -1.284621 3.302281 -0.7841 1.2132 0.9891 -0.258
C 1.009539 -0.003293 0.527992 -0.8469 -0.4745 -0.8117 -0.705
H -0.315674 -3.483396 2.528709 0.0433 0.5370 -0.0780 0.021
H 0.529239 -3.277151 0.997528 0.0073 0.1914 0.2549 0.017
H -1.078907 -2.713873 1.137855 -0.7637 0.1309 -0.2080 -0.008
H -1.172409 -0.462564 4.100502 -0.7013 -0.9120 1.0983 -0.011
H -1.812637 -0.107780 2.398412 -0.6796 -0.4756 0.4258 0.002
H -0.804245 0.951106 3.223517 0.4099 0.7593 0.1692 -0.007
H 1.584261 -2.025166 3.956477 0.0115 -0.4338 0.7418 0.007
H 2.458624 -0.473608 3.886702 -0.3079 -0.2113 -0.3052 0.031
H 2.705364 -1.752555 2.705404 1.6677 -0.9214 -0.9978 -0.022
H 0.387052 -0.291044 -0.366715 0.5681 0.3540 0.7515 -0.064
```
Forces are in eV/Å.

Values from the calculation:
- Lowest unoccupied orbital energy: 0.4 eV
- Kohn-Sham gap: 0.2794 Eh

---

C6H15INO2 | the ωB97M-V functional and the def2-TZVPD basis

XYZ file:
```
25
Properties=species:S:1:pos:R:3:forces:R:3:lowdin_charge:R:1
I 0.281796 2.677566 3.395291 0.0154 0.0489 0.1031 0.181
C -3.435694 1.987206 -0.832339 0.0429 0.2232 -0.5953 -0.124
O -2.419714 1.037916 -0.799279 0.2197 -1.5764 0.7961 -0.201
C -1.193384 1.495136 -0.323049 1.6446 -0.5250 -0.9753 -0.196
C -0.030154 0.353386 -0.533019 -0.8641 1.2463 0.1579 -0.155
N 1.208066 0.754136 0.120351 0.3748 0.9860 1.5935 -0.096
C 2.295986 -0.200204 0.304711 -0.5992 -2.2815 -1.4029 -0.178
C 1.977836 -1.563144 1.054621 -1.1877 0.6042 0.5207 -0.209
O 1.932856 -2.811864 0.362121 0.4907 0.5343 -0.2015 -0.193
C 0.845486 -3.019094 -0.564699 0.2831 1.2654 1.2350 -0.083
H -3.235584 2.681176 -1.648709 -0.2673 0.0802 -0.4853 0.085
H -3.504574 2.649706 0.030481 -0.0809 -0.4199 0.6054 0.087
H -4.332664 1.392056 -1.003669 -0.2090 0.5523 0.0614 0.095
H -1.209704 1.824946 0.715721 -0.1892 -0.4443 0.4333 0.049
H -1.046674 2.423666 -0.874799 1.0719 0.1367 -0.2726 0.113
H 0.217486 0.176996 -1.579759 -0.3520 0.2787 -0.2605 0.114
H -0.440284 -0.591694 -0.177039 -0.2645 0.0859 0.3314 0.077
H 1.014066 1.173546 1.018441 -0.2801 0.1153 0.0347 -0.025
H 3.247086 0.114886 0.733921 -0.5296 1.1244 0.1906 0.109
H 2.563176 -0.415534 -0.729869 0.3315 -0.6609 -0.1141 0.109
H 1.073776 -1.461954 1.655071 -1.3023 0.3525 -0.7517 0.106
H 2.536516 -1.612644 1.989251 1.5195 -0.7391 -0.6504 0.108
H 0.606396 -4.080484 -0.498539 -0.0292 0.2208 -0.4602 0.092
H 1.033546 -2.602954 -1.554439 0.5852 -0.6302 -0.3161 0.083
H 0.014346 -2.382744 -0.260779 -0.4242 -0.5775 0.4228 0.053
```
Forces are in eV/Å.

Values from the calculation:
- Multiplicity: 2
- Lowest unoccupied orbital energy (spin up / spin down): 0.6 / -3.7 eV
- Kohn-Sham gap (spin up / spin down): 0.3400 / 0.1818 Eh

---

C32H34N5O | the ωB97M-V functional and the def2-TZVPD basis

XYZ file:
```
72
Properties=species:S:1:pos:R:3:forces:R:3:lowdin_charge:R:1
C -2.819590 5.228970 0.127638 0.4679 -0.0291 -0.0243 0.003
N -2.562108 3.814178 0.326467 -0.1897 -1.3187 0.1423 -0.029
C -3.576729 2.919479 0.586507 0.4427 0.7370 -0.0614 -0.384
O -4.756933 3.173756 0.702659 0.9217 -0.2851 -0.0958 0.125
C -2.930448 1.546445 0.696330 0.0888 -1.0404 0.5484 -0.139
C -3.482179 0.572935 -0.345532 0.1841 -0.1582 -0.4694 -0.085
C -4.954034 0.311657 -0.209151 -0.2846 0.0772 0.0124 -0.245
C -5.835148 0.664514 -1.220242 0.2489 0.0433 0.0188 -0.039
C -7.194962 0.475835 -1.072816 -0.1002 0.0498 -0.1833 -0.067
C -7.696289 -0.069997 0.090419 -0.2236 0.0035 0.0138 -0.076
C -6.829203 -0.439110 1.097786 0.0476 -0.0917 0.2811 -0.068
C -5.468995 -0.256125 0.944766 0.1410 0.0406 -0.0422 -0.044
N -1.456136 1.749812 0.548308 0.6287 -1.0086 0.1681 0.076
C -0.512803 0.768754 0.651465 -2.6577 2.1833 -0.2280 0.048
C 0.834018 1.021950 0.497091 2.0887 -0.1021 -0.1397 -0.061
C 1.874604 0.115324 0.571834 -1.7267 0.5997 0.0158 0.067
C 3.242935 0.471250 0.408457 1.3700 0.4009 -0.1838 -0.185
C 4.246753 -0.512306 0.526641 -0.8573 0.2460 -0.0070 0.024
C 5.571317 -0.197633 0.373387 0.6528 0.0917 -0.0648 0.012
C 5.968609 1.111172 0.091610 -2.0141 -0.6341 0.2737 -0.209
C 7.310534 1.443467 -0.072443 3.5777 0.8429 -0.4270 -0.164
N 8.430875 1.732504 -0.212716 -1.9293 -0.5028 0.2427 0.202
C 4.987223 2.096075 -0.027866 0.2444 0.2868 -0.0735 0.004
C 3.660241 1.791657 0.125791 -0.3103 -0.5515 0.1213 0.012
C -1.197994 3.214089 0.298982 -0.2307 0.7073 -0.0966 -0.430
C -0.596918 3.423952 -1.087993 -0.0167 -0.1595 -0.1565 0.015
C -0.386487 3.821956 1.441559 0.0129 -0.1423 0.1937 0.015
H -3.889147 5.416925 0.183517 0.0261 -0.2321 0.0458 0.103
H -2.313561 5.812166 0.893854 -0.0491 0.1387 0.0687 0.092
H -2.453566 5.542387 -0.848082 -0.0523 0.0857 -0.0816 0.092
H -3.115331 1.157027 1.704037 -0.0544 0.0570 -0.1092 0.167
H -3.278898 0.987416 -1.336878 0.0091 0.0024 -0.0193 0.128
H -2.937269 -0.375354 -0.294597 0.0800 0.0577 0.1217 0.123
H -5.445680 1.104773 -2.121964 0.0434 0.1396 -0.2497 0.112
H -7.869428 0.769822 -1.860718 -0.0558 0.0342 -0.1362 0.108
H -8.760628 -0.198397 0.216474 -0.0797 -0.0271 0.0019 0.108
H -7.216314 -0.853232 2.014641 -0.0269 -0.1071 0.1182 0.107
H -4.790107 -0.539771 1.730291 0.0969 -0.1390 0.3228 0.110
H -0.843919 -0.231631 0.859968 -0.4365 -0.2866 0.0390 0.152
H 1.102908 2.037536 0.297267 0.0917 0.1056 -0.0247 0.053
H 1.650754 -0.920435 0.754590 -0.0785 -0.4656 0.0476 0.108
H 3.951501 -1.524783 0.738778 -0.0288 -0.3293 0.0640 0.110
H 6.329911 -0.955933 0.465946 0.0696 -0.1888 0.0288 0.131
H 5.302122 3.102965 -0.245724 -0.0532 0.1832 -0.0324 0.130
H 2.929999 2.574209 0.022881 -0.0320 0.2287 -0.0393 0.107
H -1.287665 3.040456 -1.836207 -0.0626 -0.0258 -0.0576 0.102
H -0.438281 4.480541 -1.292963 0.0127 0.0472 0.1304 0.095
H 0.348736 2.905446 -1.224059 0.0241 0.0998 0.0015 0.075
H -0.939224 3.699012 2.371036 -0.0455 -0.0035 0.0691 0.107
H 0.582869 3.348934 1.575436 0.0249 0.1090 -0.0353 0.074
H -0.228047 4.887864 1.289152 -0.0139 -0.0165 -0.1459 0.095
C 4.027564 -4.764999 2.447145 0.1680 -0.0359 0.1370 -0.075
C 4.532093 -5.114217 1.210550 0.2297 -0.1138 0.0737 -0.070
C 3.835168 -4.795070 0.065652 -0.2647 0.1562 -0.3360 -0.030
C 2.616327 -4.123177 0.129439 0.4691 -0.1262 0.2641 -0.172
C 1.899960 -3.766246 -1.093355 -1.8276 0.2901 -1.6748 -0.298
N 0.754003 -3.146114 -1.125872 1.9561 -0.5002 2.3065 0.062
C 0.324899 -3.011693 -2.459239 -0.7867 0.2849 -1.4905 -0.230
C 1.372409 -3.705867 -3.354131 -0.0165 -0.0427 -0.3702 -0.160
N 2.384010 -4.080813 -2.381268 0.7298 -0.5800 0.8345 0.034
C 2.110413 -3.795906 1.384917 -0.1458 0.1097 -0.1915 -0.054
C 2.814187 -4.108648 2.529695 -0.0625 0.1049 0.1533 -0.076
H 4.581868 -5.003674 3.342030 0.0163 -0.0311 0.0929 0.110
H 5.474974 -5.632669 1.141433 0.1080 -0.0751 -0.0380 0.110
H 4.233083 -5.062913 -0.896624 0.2053 -0.0485 -0.1802 0.105
H -0.670619 -3.459739 -2.571878 0.0891 0.1489 -0.0467 0.111
H 0.225966 -1.946767 -2.704250 -0.0352 -0.1080 -0.1008 0.103
H 0.971641 -4.593495 -3.859575 0.0300 0.2114 0.0501 0.115
H 1.809507 -3.040563 -4.108914 -0.2176 -0.1328 0.0981 0.109
H 2.862537 -4.968444 -2.556283 -0.2675 0.6213 0.4014 0.132
H 1.155463 -3.304296 1.448501 -0.2377 0.0927 -0.0200 0.100
H 2.422662 -3.837169 3.496386 -0.1258 0.0208 0.1300 0.106
```
Forces are in eV/Å.

Values from the calculation:
- Lowest unoccupied orbital energy: -5.1 eV
- Net charge: +1
- Kohn-Sham gap: 0.2093 Eh

---

C19H26N2O6S | the ωB97M-V functional and the def2-TZVPD basis

XYZ file:
```
54
Properties=species:S:1:pos:R:3:forces:R:3:lowdin_charge:R:1
O 0.757448 0.113847 -2.097092 -0.1447 -0.0895 0.0443 0.124
C -0.273016 -0.327244 -1.648105 0.3603 0.0031 -0.1351 -0.437
O -1.474861 -0.071190 -2.180692 -0.2435 -0.1102 0.0021 0.014
C -1.467611 0.934788 -3.176454 0.2554 0.1700 0.0607 -0.056
H -0.768444 0.660210 -3.970356 -0.1579 0.0669 0.0227 0.122
H -2.488749 0.992215 -3.557584 0.1161 -0.0038 -0.0034 0.145
C -1.052984 2.263185 -2.515055 -0.2934 -0.2887 -0.2240 -0.432
O -1.053831 2.362721 -1.305023 0.0346 -0.0034 0.2539 0.090
N -0.729927 3.273571 -3.342973 -0.1017 0.3314 0.0534 -0.058
C -0.641350 3.174436 -4.780832 0.1247 -0.2591 -0.3583 -0.147
H -0.756611 4.190311 -5.166960 -0.0996 -0.1251 0.0329 0.121
C 0.689099 2.585466 -5.295976 0.0217 -0.0410 0.1534 -0.169
C 1.846092 2.705547 -4.302551 -0.0103 0.1238 -0.2266 -0.192
H 2.746361 2.356569 -4.812570 -0.0017 -0.0658 0.0341 0.111
H 1.675006 2.035378 -3.458083 0.0591 -0.0608 -0.0113 0.096
C 2.079654 4.127381 -3.782014 0.0474 -0.1679 0.2619 -0.192
H 1.836210 4.854677 -4.560340 0.0658 0.1135 -0.0798 0.113
H 3.139627 4.243802 -3.547481 0.0064 0.0663 -0.0698 0.108
C 1.286903 4.434227 -2.512163 -0.1693 0.1304 -0.2326 -0.171
H 1.607720 5.393499 -2.101371 0.0037 0.0135 0.0853 0.112
H 1.492425 3.662186 -1.768770 0.0196 0.0125 0.0751 0.118
C -0.222461 4.494060 -2.741053 0.1846 0.1534 0.5011 -0.144
H -0.728311 4.621365 -1.781225 0.0201 0.0807 -0.1581 0.123
H -0.479743 5.332104 -3.393757 -0.0192 -0.0454 0.0025 0.124
H 0.951002 3.099908 -6.222762 -0.0035 -0.0456 -0.0639 0.109
H 0.563944 1.528921 -5.540387 -0.0292 -0.0118 -0.0869 0.099
H -1.482911 2.588977 -5.159564 0.0167 0.1037 -0.0475 0.119
C -0.347883 -1.240183 -0.478774 -0.1236 -0.1424 0.2557 -0.099
C -1.569483 -1.611080 0.076682 0.2146 0.0762 -0.1382 0.018
C -1.592524 -2.445704 1.180659 -0.1140 -0.1530 0.1507 -0.038
C -0.400851 -2.897108 1.715109 -0.1781 -0.2318 0.3675 -0.265
C 0.819326 -2.537941 1.173504 0.1082 0.0169 -0.1075 -0.035
C 0.846234 -1.705026 0.071168 -0.1000 0.0199 -0.0469 0.017
H 1.777560 -1.397849 -0.379797 0.0694 0.0087 -0.0099 0.124
H 1.721634 -2.921151 1.621763 0.1867 0.0249 -0.0114 0.120
S -0.405170 -3.946945 3.166202 0.2069 0.4543 -0.0648 0.680
O -1.768351 -4.248634 3.509479 -0.0035 0.2625 -0.1193 -0.283
O 0.502059 -5.037800 2.967659 0.2477 0.0932 -0.0240 -0.276
N 0.311133 -2.890797 4.258588 -0.2808 -0.6719 -0.7783 -0.234
C -0.598134 -1.907333 4.814111 -0.4575 0.2130 0.3289 -0.162
H -1.292482 -1.610463 4.027830 -0.0636 0.2229 0.0907 0.120
C -1.360080 -2.477844 6.015294 -0.1466 0.1646 -0.2264 -0.187
H -1.932620 -1.696663 6.518074 -0.0139 -0.0310 -0.1030 0.130
O -0.469336 -2.995003 6.980778 0.0871 0.1058 0.1422 -0.126
C 0.333824 -4.018749 6.434688 0.2767 -0.0469 -0.1324 -0.183
H 0.973885 -4.368873 7.246163 -0.0182 -0.0653 -0.1015 0.129
C 1.166871 -3.492478 5.263933 0.1102 -0.4941 0.3953 -0.166
H 1.710170 -4.304142 4.781746 0.1515 0.0403 0.1853 0.114
H 1.866793 -2.725779 5.611099 -0.0461 -0.0511 -0.0559 0.134
H -0.299276 -4.845112 6.077535 0.0573 0.0098 0.0865 0.131
H -2.036398 -3.268634 5.662753 0.0359 0.1328 0.1072 0.115
H -0.004193 -1.040488 5.121678 -0.0671 -0.0388 -0.0752 0.135
H -2.518276 -2.760609 1.636839 -0.1306 0.0170 0.0032 0.115
H -2.485111 -1.238529 -0.353566 -0.0710 0.0122 -0.0044 0.124
```
Forces are in eV/Å.

Values from the calculation:
- Lowest unoccupied orbital energy: 0.0 eV
- Kohn-Sham gap: 0.3321 Eh

---

CH3O4 | the ωB97M-V functional and the def2-TZVPD basis

XYZ file:
```
8
Properties=species:S:1:pos:R:3:forces:R:3:lowdin_charge:R:1
C 1.092991 -1.071516 1.114702 1.6063 -0.5508 0.4774 0.182
O -2.350219 1.746036 -1.715555 -0.1801 -0.2707 0.3394 0.194
O -0.061894 -0.784825 0.854905 -1.5419 0.6789 -0.6281 0.210
O -0.466315 0.977025 -1.057785 0.2546 -0.1200 0.1097 -0.001
O -1.150164 1.694066 -1.841081 0.2050 0.3375 -0.4290 -0.017
H 1.974137 -0.657372 0.614332 -0.3172 0.2278 -0.2099 0.150
H 1.272124 -1.808360 1.910914 -0.3069 0.1918 -0.1888 0.151
H -0.310660 -0.095055 0.119568 0.2801 -0.4945 0.5293 0.131
```
Forces are in eV/Å.

Values from the calculation:
- Lowest unoccupied orbital energy (spin up / spin down): -7.2 / -7.2 eV
- Net charge: +1
- Kohn-Sham gap (spin up / spin down): 0.3632 / 0.3639 Eh